No. 1
Molecular formula: C4H7NO2
Method: DFT, ωB97M-V with the def2-TZVPD basis set

Calculated values
HOMO level: -9.835 eV
SMILES string: C[C@H]1CN1.O=C=O
Calculated total energy: -9846.374 eV
Total charge: 0

XYZ file:
```
14
Properties=species:S:1:pos:R:3:forces:R:3:nbo_charge:R:1
O 1.078 -1.369 1.841 0.71 0.20 -0.36 -0.542
O 3.069 -0.832 0.753 -0.68 -0.18 0.35 -0.532
N 0.781 0.495 -0.338 0.22 -0.04 -0.13 -0.626
C 2.043 -1.064 1.258 0.12 -0.15 0.17 1.060
C -0.230 1.437 0.139 -0.14 0.24 0.12 -0.261
C -1.365 -0.861 -0.329 0.00 -0.01 0.04 -0.620
C -0.599 0.352 -0.795 -0.22 -0.05 -0.16 -0.078
H -2.431 -0.735 -0.542 0.13 -0.03 0.03 0.212
H -1.018 -1.771 -0.830 -0.04 0.13 0.01 0.213
H -1.240 -1.007 0.747 0.00 0.02 -0.14 0.225
H -0.197 2.460 -0.226 -0.01 -0.12 0.02 0.196
H -0.791 0.649 -1.825 0.01 0.00 0.13 0.191
H -0.476 1.332 1.192 0.00 0.01 -0.14 0.199
H 1.375 0.916 -1.045 -0.11 -0.04 0.04 0.363
```
Positions in Å, forces in eV/Å.

No. 2
Molecular formula: C15H29F6O5PSiTi
Method: DFT, ωB97M-V with the def2-TZVPD basis set

Calculated values
HOMO level (spin up / spin down): -17.574 / -18.143 eV
2S+1: 2
Calculated total energy: -82826.284 eV
Total charge: +3

XYZ file:
```
58
Properties=species:S:1:pos:R:3:forces:R:3:nbo_charge:R:1
Ti 1.277 1.131 -0.041 -0.47 -0.44 -0.11 1.991
P 4.373 1.337 0.425 0.16 0.09 -0.05 2.728
Si -2.925 -3.515 0.505 -0.01 -0.03 -0.04 1.575
F 5.190 0.441 1.332 -0.01 -0.03 -0.01 -0.489
F 5.262 2.501 0.032 0.00 -0.02 -0.02 -0.492
F 4.507 0.516 -0.869 -0.07 0.00 0.00 -0.497
F 3.601 2.081 1.560 0.05 -0.03 -0.01 -0.516
F 2.759 0.127 0.633 -0.17 0.05 0.01 -0.551
F 2.835 2.125 -0.604 0.10 0.06 0.17 -0.564
O 0.437 2.100 -1.684 0.18 0.15 0.00 -0.551
O 0.868 0.983 2.038 -0.06 0.00 -0.05 -0.535
O 0.580 2.914 0.605 -0.02 0.23 0.01 -0.552
O -0.382 -0.071 0.028 0.32 0.13 0.08 -0.617
O 1.691 0.009 -1.656 -0.01 0.03 -0.06 -0.539
C -0.765 -1.464 -0.629 -0.08 -0.14 -0.01 0.094
C -1.927 -4.635 1.598 -0.04 0.02 -0.01 -1.117
C 0.508 3.358 2.005 0.01 -0.03 0.03 -0.089
C -0.192 0.025 2.362 -0.01 -0.03 -0.03 -0.091
C 0.958 2.181 2.858 0.04 0.04 -0.02 -0.096
C 0.407 4.013 -0.358 0.00 -0.02 0.03 -0.088
C 1.820 0.673 -2.949 -0.03 -0.02 -0.01 -0.095
C 0.041 -1.740 -1.853 0.01 0.04 0.01 -0.507
C -1.676 -2.171 -0.058 0.09 -0.03 0.00 -0.157
C -1.175 0.167 1.243 -0.01 0.01 -0.02 -0.107
C -3.500 -4.290 -1.082 -0.01 0.02 0.04 -1.109
C -0.274 3.362 -1.525 -0.03 -0.02 0.02 -0.089
C 0.673 1.652 -3.051 -0.03 -0.06 0.00 -0.086
C 1.510 -1.453 -1.676 0.03 0.00 0.03 -0.054
C -4.265 -2.587 1.400 0.01 0.01 -0.01 -1.119
H -0.350 -1.195 -2.717 0.00 0.00 0.00 0.242
H -0.179 3.957 -2.431 0.01 0.00 0.00 0.257
H -1.989 -0.556 1.286 0.01 -0.01 0.01 0.278
H -2.696 -4.796 -1.619 0.01 0.01 0.01 0.255
H 1.396 4.402 -0.596 0.00 0.00 0.00 0.242
H 2.791 1.162 -2.957 0.00 0.01 0.03 0.245
H 1.779 -0.077 -3.735 0.02 0.02 -0.02 0.254
H 2.125 -1.835 -2.488 0.00 0.00 0.00 0.251
H -2.564 -5.455 1.941 0.00 0.00 0.00 0.282
H -0.524 3.655 2.185 -0.01 -0.01 -0.02 0.233
H 0.269 -0.962 2.369 0.00 0.00 0.03 0.243
H 1.989 2.269 3.185 0.00 -0.01 -0.03 0.249
H -3.971 -3.566 -1.748 0.01 0.01 0.00 0.258
H -0.251 1.210 -3.423 0.00 -0.02 0.03 0.229
H 0.320 2.066 3.731 0.03 -0.01 0.02 0.248
H 0.951 2.509 -3.663 -0.02 0.00 -0.02 0.247
H -4.741 -1.835 0.769 0.00 0.00 -0.01 0.255
H -1.082 -5.082 1.073 0.00 0.00 -0.01 0.257
H -4.253 -5.045 -0.841 0.01 -0.01 0.01 0.282
H 1.914 -1.814 -0.731 0.00 -0.01 -0.01 0.237
H -0.598 0.245 3.346 -0.02 0.04 -0.01 0.252
H -3.911 -2.113 2.318 0.00 0.00 0.01 0.241
H -0.206 4.786 0.102 -0.01 0.00 -0.01 0.257
H -1.557 -4.125 2.489 0.00 0.00 0.00 0.246
H -1.323 3.139 -1.334 0.00 0.00 -0.01 0.230
H -5.042 -3.298 1.693 0.01 0.00 0.01 0.285
H -1.596 1.169 1.169 0.01 0.00 0.00 0.216
H -0.088 -2.800 -2.081 0.01 0.00 0.01 0.299
H 1.170 4.215 2.122 -0.01 0.01 0.01 0.249
```
Positions in Å, forces in eV/Å.

No. 3
Molecular formula: C3HHgO2
Method: DFT, ωB97M-V with the def2-TZVPD basis set

Calculated values
HOMO level (spin up / spin down): -8.941 / -10.112 eV
2S+1: 2
Calculated total energy: -11393.692 eV
Total charge: 0

XYZ file:
```
7
Properties=species:S:1:pos:R:3:forces:R:3:nbo_charge:R:1
Hg -0.449 1.737 2.568 -0.29 1.09 1.60 0.776
O -0.377 1.527 0.332 0.02 -0.09 -0.47 -0.713
O 0.083 -0.229 1.623 0.09 -0.38 -0.19 -0.713
C -0.068 0.324 0.506 0.28 -1.05 -1.41 0.695
C 0.136 -0.509 -0.699 -0.17 -0.55 -0.59 -0.133
C 0.235 -1.210 -1.681 0.32 1.04 0.48 -0.154
H 0.440 -1.639 -2.650 -0.26 -0.06 0.58 0.241
```
Positions in Å, forces in eV/Å.

Question: Among the records above, which one has the highest calculated total energy?
Answer: C4H7NO2

Question: What is the total charge in the first record?
Answer: 0